{"formula": "C65H102F6NO45V2", "method": "wB97M-V/def2-TZVPD", "total_charge": -1, "mol_weight_g_mol": 1833.37, "e_homo_ev": -4.1, "spin_multiplicity": 1, "species": ["V", "V", "F", "F", "F", "F", "F", "F", "O", "O", "O", "O", "O", "O", "O", "O", "O", "O", "O", "O", "O", "O", "O", "O", "O", "O", "O", "O", "O", "O", "O", "O", "O", "O", "O", "O", "O", "O", "O", "O", "O", "O", "O", "O", "O", "O", "O", "O", "O", "O", "O", "O", "O", "N", "C", "C", "C", "C", "C", "C", "C", "C", "C", "C", "C", "C", "C", "C", "C", "C", "C", "C", "C", "C", "C", "C", "C", "C", "C", "C", "C", "C", "C", "C", "C", "C", "C", "C", "C", "C", "C", "C", "C", "C", "C", "C", "C", "C", "C", "C", "C", "C", "C", "C", "C", "C", "C", "C", "C", "C", "C", "C", "C", "C", "C", "C", "C", "C", "C", "H", "H", "H", "H", "H", "H", "H", "H", "H", "H", "H", "H", "H", "H", "H", "H", "H", "H", "H", "H", "H", "H", "H", "H", "H", "H", "H", "H", "H", "H", "H", "H", "H", "H", "H", "H", "H", "H", "H", "H", "H", "H", "H", "H", "H", "H", "H", "H", "H", "H", "H", "H", "H", "H", "H", "H", "H", "H", "H", "H", "H", "H", "H", "H", "H", "H", "H", "H", "H", "H", "H", "H", "H", "H", "H", "H", "H", "H", "H", "H", "H", "H", "H", "H", "H", "H", "H", "H", "H", "H", "H", "H", "H", "H", "H", "H", "H", "H", "H", "H", "H", "H"], "coordinates": [[1.2013, 1.1298, -1.6205], [0.3791, 3.3278, 1.9206], [-3.0173, -0.5275, -0.6252], [-3.3068, 0.4919, 1.2094], [-2.9003, 1.5452, -0.6798], [0.7359, 8.0460, 3.3421], [0.6291, 7.7029, 1.2815], [2.5149, 8.0811, 2.2046], [1.5760, -2.2404, -6.6144], [-8.6998, 1.7829, -4.0725], [2.8032, -7.3867, 2.1186], [-4.9554, -3.3491, 0.5146], [-4.0926, 1.4359, 4.5881], [-0.1434, -0.4947, -0.2268], [-2.8815, 0.8708, -6.0582], [-1.0615, -3.5682, 4.0736], [-1.2427, -1.3759, 4.3187], [4.3651, 1.4978, 0.4809], [-4.7859, 1.9228, -5.3780], [-0.1610, 1.6168, 0.4043], [-9.0658, 0.3611, -2.3487], [2.2528, -0.0505, -1.7915], [-4.0526, 7.6721, -1.7728], [-5.4576, 0.0393, 3.4458], [-3.5909, -4.4520, -1.0055], [2.3682, 1.4449, 7.7589], [-5.4274, 5.9779, -2.1463], [-1.0462, -2.8735, 6.1990], [-3.1426, -7.9037, -3.8066], [2.9231, 2.0819, 9.9073], [4.1201, -6.8181, 3.8290], [-3.8889, 5.7403, -0.7482], [2.8205, 2.1853, 1.8991], [-4.9274, -0.3938, 5.5401], [-1.1358, 4.0681, 1.7682], [2.0786, 3.3543, -1.3436], [1.9851, 5.0133, 1.5282], [5.2293, -3.0510, -4.4961], [4.8919, -2.3104, -2.2487], [-3.6110, 0.4389, -4.0302], [1.5339, -0.6667, -5.1367], [5.4252, -0.9315, -3.9089], [0.8528, 2.0907, 9.2594], [2.0196, -2.7225, -4.3698], [-2.9525, -3.9933, 1.1260], [0.3380, 2.5275, 3.2878], [-1.4652, -6.5831, -3.3496], [4.3934, 0.7776, 2.3953], [4.9368, -7.9245, 2.0604], [0.8327, 5.2665, 3.3865], [-7.1216, 0.3348, -3.3020], [0.2894, 0.9907, -2.9281], [-2.0408, -8.1422, -1.9214], [2.4424, 4.0740, -2.4875], [-5.9802, 3.6685, -2.6911], [-8.3503, 0.9138, -3.2856], [3.9033, -7.3401, 2.5895], [0.3978, 4.3924, -3.8657], [-0.5742, -6.5683, -2.2222], [7.3110, -7.3226, 2.1442], [-0.6214, -4.6383, 4.8272], [-5.7451, 4.7368, -1.5725], [-2.3908, -0.3610, -4.1898], [1.7729, -1.9565, -5.3129], [-2.8093, -1.5862, -3.6070], [5.7392, -0.9326, -5.2890], [1.0048, -0.0456, 6.5269], [5.4596, 0.6547, 0.4506], [1.1948, 1.4674, 6.9956], [-3.5163, 2.7668, 6.6015], [1.6628, -1.1128, -7.3156], [5.6778, -2.4324, -5.6957], [-2.1191, -0.2346, -5.6564], [1.6175, 0.0694, -6.2974], [1.2897, -2.4905, -0.0782], [-8.2864, -0.4234, -1.5312], [-0.0571, -1.8566, 0.3183], [4.2860, 4.7245, -4.1744], [-0.9858, 0.3868, 0.5094], [-0.3800, -4.1687, 6.2352], [6.9809, -0.1945, -5.3113], [5.1071, -2.1439, -3.4542], [4.7761, 2.9934, -2.5065], [-5.7480, -0.7121, -1.7624], [-0.3124, -5.1730, -1.7143], [-4.4327, 6.5168, -1.6092], [0.7120, 5.6160, 4.7598], [-1.1765, -2.5311, 4.7988], [5.4858, 0.0396, 1.9192], [-3.3624, -3.0867, 2.0682], [-5.7902, -3.0705, 2.7960], [2.1125, 6.1145, -3.9720], [-3.4309, 1.4348, 5.8328], [-4.7569, -2.6552, 1.7116], [3.8249, 1.5924, 1.6101], [-2.3633, -7.4681, -3.0084], [-0.8408, 5.7116, 5.1259], [3.5888, 3.5379, -3.3034], [0.8384, 6.0804, -1.9366], [-1.2613, -4.9383, 7.2357], [-7.1275, -0.6992, -2.4244], [0.1225, 1.7353, 8.1084], [1.8113, 5.8790, 2.5676], [3.1853, 5.4892, -4.9787], [-4.4587, 4.4841, -0.7334], [0.6939, -0.9846, -8.4953], [-4.0318, 0.1941, 6.4645], [2.1328, 1.8700, 8.9992], [6.0374, -7.8166, 2.9906], [5.2752, -1.4455, 1.8829], [-4.8581, 0.3652, 4.4429], [3.1377, 2.3592, -4.1363], [5.5120, -6.8556, 4.0132], [1.4446, 7.4122, 2.3058], [-0.8895, -7.5237, -1.1765], [-3.8731, 1.1787, -5.1506], [1.4830, 5.1419, -3.0094], [-2.5414, 0.4857, 0.1095], [-3.7982, -3.9743, 0.1187], [-8.6377, -1.4432, -1.3739], [-3.8825, 3.5870, -0.9599], [6.1579, -1.9837, 1.5376], [4.9197, -1.7418, 2.8698], [-0.5320, 4.9566, -3.7935], [5.1128, 3.7768, -1.8274], [-1.0769, 0.0074, -5.8646], [2.7562, 5.9233, 3.1091], [-5.3304, -1.7167, -1.8290], [0.3218, -4.7385, 4.2902], [-7.2696, -1.6942, -2.8461], [2.6200, -1.1557, -7.8352], [6.3574, 0.1372, 2.5664], [-3.3101, -3.5984, 3.0292], [0.2762, 3.3379, -3.6180], [1.1191, -0.1848, -9.1016], [6.2244, 1.3299, 0.0666], [-4.9764, -0.0890, -2.2146], [1.2462, 2.3008, 6.2950], [6.7017, -2.6456, -6.0028], [6.1142, -5.9581, 3.8717], [0.9213, 7.1599, -2.0624], [2.0806, 2.4975, -4.3635], [-3.1618, -0.4208, 6.6953], [-8.0047, -0.0528, -0.5456], [0.1387, -4.4581, -2.4024], [3.2244, 1.3607, -3.7079], [-2.3678, 1.2137, 5.7378], [-1.4783, 4.9086, 4.7560], [-1.0988, 0.0137, 1.5273], [-5.2956, 3.5810, -3.5348], [-0.0918, -8.2593, -1.0731], [-7.0498, 3.6213, -2.8960], [-1.2037, -5.5571, 4.7591], [3.6879, 6.2905, -5.5204], [-2.3192, -1.1397, -6.2299], [-6.5355, 4.8526, -0.8309], [-1.6573, 0.1536, -3.5692], [1.3167, 6.5708, -4.5607], [5.1834, -2.7465, -6.6149], [1.2444, 5.7992, -0.9649], [-4.8925, 4.1093, 0.1937], [-3.2389, 3.6091, 5.9677], [-0.7782, -2.6034, -0.0140], [-6.7509, -2.6008, 2.5847], [1.3126, 4.8999, 5.3208], [-1.1559, -4.6539, -1.2591], [0.7320, -1.9301, -9.0364], [-4.7195, -1.5708, 1.6074], [-2.3039, -4.7219, 7.0028], [-5.4229, -2.6869, 3.7479], [0.7048, -0.7983, 7.2560], [7.4170, -0.1501, -6.3092], [7.1077, -6.4385, 1.5399], [-5.9377, 2.6543, -2.2941], [-1.3134, -7.1793, -0.2332], [6.8214, 0.8509, -5.0471], [4.8566, -0.5278, -5.7842], [-3.0857, -1.5636, -2.5528], [0.3831, -6.9519, -2.5752], [-0.2024, -0.5286, -8.0749], [1.3852, -2.5815, -1.1602], [5.3322, -0.0912, -0.3338], [0.6914, 0.6231, -6.4516], [0.6378, 4.3415, -4.9277], [-3.1061, 2.7825, 7.6112], [1.8930, -0.4740, 6.0625], [-1.1600, 5.8430, 6.1598], [2.4383, 0.7860, -6.3258], [3.7531, 2.2623, -5.0307], [1.0784, 6.5602, 5.1626], [-2.6973, -2.2243, 2.0222], [-1.2633, 6.4552, 4.4501], [8.1574, -7.0121, 2.7568], [2.7004, 4.7185, -5.5779], [-0.3854, 0.7758, 8.2056], [-1.1321, -6.0193, 7.1835], [-1.9776, -2.2792, -3.7341], [6.0778, -8.8391, 3.3661], [-4.4037, 0.5263, 7.4337], [1.3214, -3.5360, 0.2285], [-3.5629, -2.1020, -4.2021], [4.3967, -1.7705, 1.3256], [0.4116, -5.2124, -0.9005], [-4.5899, 2.9377, 6.6807], [7.6245, -8.2108, 1.5956], [0.2272, -0.0889, 5.7642], [-0.5828, 2.5306, 7.8673], [0.6255, -3.8499, 6.5097], [-1.1404, -4.7761, 8.3068], [5.7983, -7.0906, 5.0383], [2.4425, 7.0315, -3.4838], [-0.1632, 5.9505, -1.5268], [4.9130, 5.4227, -3.6198], [2.1439, -1.9326, 0.3054], [4.6468, 2.1770, -1.7960], [-5.8247, -4.1450, 2.9759], [-5.5278, -0.3769, -0.7488], [-0.0651, -1.8701, 1.4082], [5.7074, 2.8747, -3.0602], [7.7807, -0.6773, -4.7497], [4.9456, 4.1458, -4.8210]], "forces_ev_per_angstrom": [[-0.7, 1.0, 0.5], [-3.6, 2.3, -0.4], [0.7, -1.5, 0.1], [0.5, 0.4, 0.2], [0.8, 0.0, 1.2], [0.6, -1.0, 0.3], [0.4, -0.8, -0.8], [3.1, 1.7, -0.7], [-0.2, -3.4, 2.2], [0.5, -1.9, 2.0], [0.2, 0.4, 0.0], [0.2, -0.5, -2.1], [0.1, 0.9, -0.8], [-1.6, -1.6, 0.4], [-1.0, 0.8, -0.7], [-1.6, -0.6, -1.5], [-0.5, -3.7, 2.3], [-0.1, 1.4, -4.5], [1.1, -0.7, 0.6], [-1.4, -1.3, -0.1], [-2.9, 0.6, 1.2], [0.1, 1.1, 0.5], [-0.6, -1.7, -0.3], [0.7, 0.8, 0.6], [-0.8, 1.3, 3.4], [1.5, 0.6, 1.1], [-4.2, -0.6, -3.1], [-0.3, 1.6, -3.1], [-1.3, 0.5, 0.3], [-0.3, -0.8, -2.2], [0.8, 0.4, -0.5], [3.1, -1.6, 3.0], [0.0, 0.5, -0.1], [0.7, 0.5, 1.3], [4.4, -2.3, 0.4], [-0.7, -2.2, -1.9], [-1.9, 0.2, 0.5], [-0.3, -0.5, 0.9], [0.4, -0.7, -3.9], [-1.0, 1.9, -1.1], [0.6, 0.7, 2.5], [-0.9, -0.2, 0.6], [-1.1, -0.3, -0.8], [-0.7, 1.8, -3.5], [1.2, -1.3, -1.3], [-0.1, 0.4, -0.9], [0.8, 1.2, 2.0], [1.3, -2.9, 5.8], [1.4, 0.3, -0.2], [-0.6, 1.0, 0.7], [-0.8, 1.9, -2.2], [0.3, 0.6, 1.0], [0.2, -0.9, 2.8], [1.3, 1.5, 0.6], [-1.3, -0.4, 1.8], [0.9, 2.3, -3.6], [-3.4, -0.4, 0.2], [-0.2, 0.1, 0.2], [3.8, 3.4, -1.2], [-1.0, -1.1, 1.5], [2.9, -2.0, -0.8], [1.7, -2.4, -1.0], [-1.0, 3.0, 1.0], [-0.1, -2.1, 3.5], [0.6, -4.1, 0.1], [-2.8, -1.1, -0.1], [-0.1, 1.2, -1.5], [1.8, -0.4, -0.4], [-1.5, -2.3, 0.9], [-2.1, -0.3, -1.2], [1.4, 3.5, -3.8], [1.8, 1.0, 0.4], [1.1, -0.2, -0.2], [-0.9, -0.6, -1.9], [-0.3, 0.3, -0.6], [1.1, -2.4, 1.1], [1.8, -0.6, -0.4], [-2.3, -1.1, -0.1], [2.4, 2.5, 0.1], [-2.3, 1.3, 1.5], [2.1, 1.1, -2.0], [0.3, 0.1, 2.5], [0.7, 1.4, 2.2], [1.5, -0.8, 0.3], [0.3, 1.1, 0.7], [2.5, 5.5, 0.5], [-1.8, -0.5, 1.4], [0.4, 5.8, 1.5], [0.4, 0.4, -2.5], [0.7, 1.1, 2.2], [0.9, 0.7, -0.3], [1.7, 0.2, -1.7], [1.4, 0.1, 0.7], [-0.5, -0.4, 2.0], [-3.7, 0.9, 0.5], [-0.2, -2.8, -2.8], [0.3, -0.7, -1.5], [0.7, 1.1, 0.9], [0.2, -1.3, 2.1], [0.5, -1.0, 0.4], [3.0, -1.1, 2.4], [-0.6, -0.1, -1.4], [0.3, -1.2, -0.6], [0.2, -0.1, 2.3], [-2.5, -2.1, 0.1], [0.8, 0.8, 1.4], [1.5, 0.4, 2.1], [2.3, 0.9, 3.2], [1.2, -0.3, -1.6], [-1.7, -0.5, 0.5], [-1.4, -0.9, -2.1], [-0.7, -0.3, -1.1], [1.9, 0.4, 1.1], [-3.6, -1.0, 0.6], [-3.4, -1.8, -0.7], [0.5, -0.9, 0.1], [-1.1, -1.4, -0.4], [0.0, 1.3, -1.8], [-0.9, -0.9, -3.5], [-1.3, 0.4, 0.3], [0.8, 0.8, -1.1], [0.0, 0.1, 0.2], [0.8, -0.3, 0.5], [-0.2, -0.3, 0.0], [-0.2, 0.5, 0.3], [0.0, 0.0, 0.3], [0.3, 0.5, 0.6], [0.0, -0.1, 0.2], [0.4, -1.4, 0.5], [0.0, 0.2, -0.9], [0.6, 0.3, 0.2], [0.1, 1.0, -0.3], [0.1, 0.4, 0.1], [-0.3, 0.2, 0.7], [0.0, -0.1, -0.3], [0.9, -0.4, 0.6], [-0.6, 0.1, -1.0], [0.0, -0.7, -0.6], [0.5, -0.9, 0.9], [-1.0, 1.0, -0.4], [0.4, -0.2, -0.4], [0.1, -0.2, -0.6], [-0.5, -0.8, -0.2], [-0.3, 0.9, -0.2], [-0.1, -0.4, -0.5], [0.0, 0.2, 0.7], [0.1, 0.1, -0.9], [0.7, -1.0, 0.0], [0.5, 0.2, 0.4], [-0.2, 0.9, 0.0], [-0.4, -0.1, 0.4], [0.1, 0.7, -1.1], [-0.4, 0.4, -0.2], [-0.4, -0.1, -0.5], [-0.6, -0.1, -0.1], [-0.5, 0.0, -0.6], [0.3, -0.1, -0.3], [-0.4, -0.4, -0.3], [-1.2, 0.4, 0.5], [1.2, 0.4, 0.1], [0.6, 1.0, 1.0], [0.8, -0.2, 0.2], [-0.8, 0.8, -0.4], [-0.1, -0.4, 0.1], [-0.4, -0.6, 0.3], [-0.5, -0.4, -0.2], [-0.9, 0.2, 0.0], [-0.6, -0.1, -0.5], [0.1, 0.0, -0.2], [-0.1, 0.4, 0.0], [0.0, 0.7, 0.8], [-0.2, 0.0, -0.4], [-0.5, -0.4, -0.2], [0.6, -0.1, 0.8], [0.3, 0.2, -0.1], [0.1, -0.2, 0.5], [0.3, 1.1, -0.2], [0.1, 0.2, -0.4], [0.1, 0.4, -0.8], [-0.8, -0.9, -0.6], [0.1, 0.5, -0.1], [-0.3, -0.3, 0.2], [0.0, 0.2, 0.2], [0.3, 0.3, -0.2], [0.3, -0.2, -0.3], [0.2, 0.5, -0.1], [0.6, 0.4, 0.1], [0.2, -0.3, 0.2], [-0.1, 0.3, -0.5], [0.5, 0.4, -1.2], [0.2, -0.1, 0.4], [0.3, 0.8, 0.5], [-0.1, -0.3, 0.5], [-0.1, 0.4, -0.5], [-0.4, 0.2, 0.7], [0.1, -0.1, -0.5], [0.4, -0.3, 0.5], [0.9, 0.1, 0.2], [-1.1, -0.6, -0.1], [0.0, 0.1, 0.6], [-0.5, 0.3, 0.1], [0.2, 0.3, -0.8], [0.2, -0.4, 0.1], [-0.3, 0.1, 0.5], [0.1, 0.4, -0.5], [-0.1, 0.1, -0.1], [0.1, -0.1, 0.0], [0.2, -1.1, 0.0], [0.4, 0.8, -0.1], [-0.5, -0.6, 0.1], [1.0, -0.4, 0.3], [-0.8, -0.6, -1.3], [-0.3, -0.2, 0.5], [0.0, -0.1, 0.0], [-0.6, -0.4, -0.7], [-0.2, -0.1, -0.6], [-1.3, -0.1, 0.6], [-0.4, 0.7, 0.1], [-0.3, -0.5, -0.8], [-0.3, 0.1, 0.5], [0.1, 0.3, -0.4]], "mulliken_charge": [2.109, 0.790, 0.068, -0.230, -0.123, -0.313, -0.231, -0.286, -0.401, -0.595, -0.590, -0.342, -0.280, -0.209, -0.465, -0.108, -0.100, 0.045, -0.559, -0.094, -0.360, -0.751, -0.678, -0.577, -0.585, -0.372, -0.371, -0.388, -0.615, -0.625, -0.261, -0.237, -0.380, -0.339, -0.321, 0.247, -0.747, -0.353, -0.545, 0.141, 0.439, -0.099, -0.387, -0.573, -0.225, -0.826, -0.370, -0.383, -0.312, -0.151, -0.190, -0.708, -0.389, -0.573, -1.112, 0.568, 0.639, -1.192, 0.440, -1.300, -0.666, 0.568, 2.686, 0.235, -1.261, 1.247, -1.816, -0.344, 0.816, -1.755, 0.483, -0.524, 0.537, -0.657, -1.428, -0.402, 1.480, -1.399, 0.362, 0.438, -1.524, 0.481, -2.341, -0.511, -0.703, 0.557, -0.402, 0.201, 0.552, 0.739, -1.691, -1.897, 1.448, 1.424, 0.287, 0.671, -1.022, 1.803, -2.272, -1.493, 0.281, -0.115, 0.473, -0.700, 0.183, -1.461, -0.285, 0.499, 0.257, -1.303, 0.559, -0.959, -0.414, 0.914, -0.174, 0.289, 2.678, 0.457, 0.340, 0.347, -0.149, 0.401, 0.351, 0.552, 0.579, -0.675, 0.231, 0.208, 0.270, 0.367, 0.307, 0.247, 0.094, -0.446, 0.386, 0.337, -0.313, 0.225, 0.308, 0.269, 0.418, 0.068, 0.089, 0.277, 0.166, -0.201, -0.295, -0.024, -0.146, 0.325, 0.270, 0.464, 0.376, 0.476, 0.183, 0.349, -1.327, 0.451, 0.354, 0.416, 0.194, 0.218, -0.876, 0.410, 0.278, -0.095, 0.381, -0.214, 0.391, 0.246, 0.462, 0.446, 0.351, -0.050, 0.159, 0.215, -0.410, -0.557, 0.259, 0.252, -0.006, 0.012, 0.506, 0.189, 0.406, 0.492, 0.457, 0.137, 0.472, 0.383, -0.604, 0.384, 0.384, 0.172, 0.218, 0.393, 0.526, 0.318, 0.346, 0.476, 0.449, 0.178, 0.328, 0.515, 0.336, 0.375, 0.139, 0.380, 0.331, 0.323, 0.679, 0.388, 0.415, 0.233, -0.095, 0.426, 0.273, 0.012, 0.363, 0.393, 0.558]}